Record 1
Molecular formula: C28H70Cl6N2O24P6
Method: DFT, ωB97M-V/def2-TZVPD

Last columns: bonded neighbours and bond lengths (Å).
Atoms and positions in Å:
1 C 18.2938 12.7201 20.6364  O2 1.441, H9 1.106, H10 1.076, H11 1.110
2 O 18.9125 11.4204 20.6975  C1 1.441, P3 1.618
3 P 19.9301 11.0225 19.5047  O2 1.618, O4 1.483, O5 1.571, O7 1.602
4 O 20.9351 12.0859 19.2601  P3 1.483
5 O 18.9980 10.5762 18.3219  P3 1.571, C6 1.468
6 C 19.5673 10.2887 16.9992  O5 1.468, H12 1.077, H13 1.150, H14 1.095
7 O 20.5468 9.5866 19.8578  P3 1.602, C8 1.440
8 C 21.4770 9.5549 20.9566  O7 1.440, H15 1.057, H16 1.089, H17 1.077
9 H 17.5635 12.7738 19.8073  C1 1.106
10 H 19.0122 13.5126 20.5190  C1 1.076
11 H 17.8580 12.8328 21.6505  C1 1.110
12 H 19.8113 11.2013 16.4812  C6 1.077
13 H 18.7731 9.7339 16.3793  C6 1.150
14 H 20.5154 9.7419 17.0148  C6 1.095
15 H 21.8029 8.5699 21.1602  C8 1.057
16 H 21.0951 10.1297 21.7989  C8 1.089
17 H 22.3511 10.0645 20.5874  C8 1.077
18 C 10.8733 12.7543 12.3322  O19 1.429, H26 1.050, H27 1.106, H28 1.061
19 O 10.5838 13.9162 13.1118  C18 1.429, P20 1.621
20 P 10.8135 15.4626 12.6826  O19 1.621, O21 1.481, O22 1.539, O24 1.590
21 O 10.0479 15.9520 11.5132  P20 1.481
22 O 10.5596 16.2205 13.9982  P20 1.539, C23 1.457
23 C 9.2356 16.7110 14.3581  O22 1.457, H29 1.091, H30 1.090, H31 1.113
24 O 12.3845 15.4214 12.4393  P20 1.590, C25 1.427
25 C 13.0242 16.5792 11.9048  O24 1.427, H32 1.109, H33 1.105, H34 1.102
26 H 10.4268 11.9572 12.8504  C18 1.050
27 H 11.9655 12.5839 12.3393  C18 1.106
28 H 10.5007 12.7554 11.3384  C18 1.061
29 H 8.4574 15.9498 14.2948  C23 1.091
30 H 9.0425 17.6493 13.8387  C23 1.090
31 H 9.4634 16.8842 15.4336  C23 1.113
32 H 13.4365 17.1514 12.7605  C25 1.109
33 H 12.2679 17.1895 11.3781  C25 1.105
34 H 13.8327 16.2480 11.2326  C25 1.102
35 C 12.7753 10.4502 18.4284  O36 1.490, H43 1.079, H44 1.099, H45 1.107
36 O 12.6841 11.8855 18.0388  C35 1.490, P37 1.599
37 P 12.4031 12.3299 16.5282  O36 1.599, O38 1.464, O39 1.649, O41 1.616
38 O 11.5039 11.4934 15.7305  P37 1.464
39 O 11.8431 13.8770 16.6347  P37 1.649, C40 1.483
40 C 10.4137 14.1078 16.9563  O39 1.483, H46 1.093, H47 1.105, H48 1.100
41 O 13.9222 12.5046 16.0069  P37 1.616, C42 1.471
42 C 13.9672 12.8455 14.5763  O41 1.471, H49 1.095, H50 1.111, H51 1.081
43 H 13.0590 10.3977 19.4678  C35 1.079
44 H 13.6174 10.0224 17.8666  C35 1.099
45 H 11.8218 9.9706 18.1356  C35 1.107
46 H 10.0862 13.4561 17.7706  C40 1.093
47 H 9.8434 13.8425 16.0480  C40 1.105
48 H 10.4546 15.1550 17.2892  C40 1.100
49 H 13.0279 12.5603 14.0909  C42 1.095
50 H 14.8111 12.3079 14.0932  C42 1.111
51 H 14.1534 13.8863 14.3491  C42 1.081
52 C 17.7735 16.4455 12.9246  O53 1.434, H60 1.118, H61 1.081, H62 1.072
53 O 16.7554 17.4545 12.9555  C52 1.434, P54 1.599
54 P 16.9609 19.0382 13.0257  O53 1.599, O55 1.489, O56 1.577, O58 1.601
55 O 18.1341 19.4132 12.1885  P54 1.489
56 O 15.5348 19.5469 12.5832  P54 1.577, C57 1.397
57 C 15.3785 19.9950 11.2690  O56 1.397, H63 1.082, H64 1.106, H65 1.082
58 O 17.0683 19.5526 14.5377  P54 1.601, C59 1.468
59 C 18.4386 19.3672 15.0315  O58 1.468, H66 1.089, H67 1.058, H68 1.089
60 H 18.0284 16.1029 13.9580  C52 1.118
61 H 18.7003 16.8605 12.5551  C52 1.081
62 H 17.5004 15.5792 12.3548  C52 1.072
63 H 16.3404 20.1336 10.7924  C57 1.082
64 H 14.7751 20.9216 11.2987  C57 1.106
65 H 14.8091 19.2573 10.7183  C57 1.082
66 H 18.9798 20.1892 14.5646  C59 1.089
67 H 18.8445 18.4450 14.7098  C59 1.058
68 H 18.3748 19.4705 16.1138  C59 1.089
69 C 21.9278 12.9235 15.3137  O70 1.414, H77 1.066, H78 1.076, H79 1.137
70 O 21.6633 12.7501 13.9356  C69 1.414, P71 1.561
71 P 21.4219 11.3015 13.4057  O70 1.561, O72 1.471, O73 1.557, O75 1.597
72 O 20.3384 10.5892 14.1006  P71 1.471
73 O 21.3112 11.4375 11.8588  P71 1.557, C74 1.391
74 C 20.3990 12.1924 11.1287  O73 1.391, H80 1.071, H81 1.100, H82 1.104
75 O 22.8685 10.6605 13.6194  P71 1.597, C76 1.393
76 C 23.0866 9.3570 13.1797  O75 1.393, H83 1.116, H84 1.136, H85 1.067
77 H 21.0157 12.8810 15.8642  C69 1.066
78 H 22.3232 13.9233 15.3437  C69 1.076
79 H 22.6072 12.1804 15.8424  C69 1.137
80 H 20.9142 12.8574 10.4660  C74 1.071
81 H 19.7580 12.7277 11.8450  C74 1.100
82 H 19.7511 11.5454 10.5113  C74 1.104
83 H 22.3533 8.6015 13.5500  C76 1.116
84 H 24.0905 8.9690 13.5418  C76 1.136
85 H 23.1041 9.3947 12.1141  C76 1.067
86 C 12.7580 14.2105 23.5767  O87 1.458, H94 1.117, H95 1.065, H96 1.114
87 O 13.9167 13.3297 23.4899  C86 1.458, P88 1.580
88 P 14.2140 12.6056 22.1173  O87 1.580, O89 1.492, O90 1.583, O92 1.587
89 O 13.3608 11.4584 21.6896  P88 1.492
90 O 14.3887 13.7817 21.0718  P88 1.583, C91 1.394
91 C 15.0211 13.7825 19.8294  O90 1.394, H97 1.085, H98 1.090, H99 1.080
92 O 15.7074 12.1205 22.3471  P88 1.587, C93 1.447
93 C 16.0302 10.7102 22.3653  O92 1.447, H100 1.087, H101 1.082, H102 1.122
94 H 11.8584 13.5955 23.3314  C86 1.117
95 H 12.8405 15.0079 22.8759  C86 1.065
96 H 12.6570 14.6031 24.6140  C86 1.114
97 H 16.0635 14.0819 19.8554  C91 1.085
98 H 14.4296 14.3872 19.1418  C91 1.090
99 H 14.9073 12.7963 19.4050  C91 1.080
100 H 16.5132 10.4566 23.3060  C93 1.087
101 H 16.6738 10.3796 21.5613  C93 1.082
102 H 15.0685 10.1428 22.2514  C93 1.122
103 Cl 11.2768 18.5941 16.9749  C104 1.751
104 C 12.6105 17.6328 16.3734  Cl103 1.751, Cl105 1.821, Cl106 1.755, H107 1.098
105 Cl 13.2080 16.5662 17.7232  C104 1.821
106 Cl 14.0156 18.6225 16.0195  C104 1.755
107 H 12.2118 17.1459 15.4738  C104 1.098
108 Cl 16.5552 19.7039 20.7504  C109 1.768
109 C 17.8154 18.4658 20.8255  Cl108 1.768, Cl110 1.777, Cl111 1.739, H112 1.090
110 Cl 17.1972 16.9291 21.4687  C109 1.777
111 Cl 19.0652 19.1393 21.8291  C109 1.739
112 H 18.1365 18.2693 19.8023  C109 1.090
113 C 17.3731 16.8186 17.2186  C114 1.537, H118 1.058, H119 1.056, H120 1.095
114 C 16.5149 15.5867 16.8915  C113 1.537, C115 1.565, H121 1.082, H122 1.140
115 C 17.2981 14.2316 16.9049  C114 1.565, C116 1.462, H123 1.092, H124 1.097
116 C 18.4813 14.2777 16.0471  C115 1.462, N117 1.131
117 N 19.3314 14.4228 15.3151  C116 1.131
118 H 16.8807 17.6980 16.8952  C113 1.058
119 H 18.2315 16.8221 16.6031  C113 1.056
120 H 17.7711 16.8633 18.2380  C113 1.095
121 H 16.0468 15.7888 15.9374  C114 1.082
122 H 15.6736 15.5189 17.6576  C114 1.140
123 H 16.5743 13.4761 16.5932  C115 1.092
124 H 17.5268 13.9849 17.9488  C115 1.097
125 C 22.8317 14.6997 19.2885  C126 1.522, H130 1.101, H131 1.147, H132 1.070
126 C 23.0219 15.5676 18.0527  C125 1.522, C127 1.528, H133 1.117, H134 1.115
127 C 21.7112 15.9614 17.3731  C126 1.528, C128 1.467, H135 1.074, H136 1.102
128 C 20.9367 16.9391 18.1445  C127 1.467, N129 1.142
129 N 20.3975 17.8212 18.6290  C128 1.142
130 H 22.2278 15.2300 20.0408  C125 1.101
131 H 23.8691 14.4790 19.7250  C125 1.147
132 H 22.2346 13.8433 19.0531  C125 1.070
133 H 23.5289 15.0200 17.2219  C126 1.117
134 H 23.6406 16.4531 18.3274  C126 1.115
135 H 21.0862 15.1297 17.1060  C127 1.074
136 H 21.9494 16.5154 16.4510  C127 1.102

The value obtained for the total energy is -7833.89583 hartree. The calculation puts the orbital gap at 0.40372 Ha. As for the structure (SMILES): COP(=O)(OC)OC.COP(=O)(OC)OC.COP(=O)(OC)OC.COP(=O)(OC)OC.COP(=O)(OC)OC.COP(=O)(OC)OC.ClC(Cl)Cl.ClC(Cl)Cl.CCCC#N.CCCC#N.


Record 2
Molecular formula: C4H8NO
Method: DFT, ωB97M-V/def2-TZVPD

Last columns: bonded neighbours and bond lengths (Å).
Atoms and positions in Å:
1 C 1.7586 0.5923 -1.0497  C2 1.447, H7 1.142, H8 1.087, H9 1.211
2 C 0.8952 0.7862 0.0955  C1 1.447, C3 1.491, N4 1.447, H10 1.114
3 C 0.5631 -0.3138 1.0464  C2 1.491, N4 1.279, H11 1.144
4 N -0.3477 0.0581 0.2282  C2 1.447, C3 1.279, C5 1.448
5 C -1.7210 -0.3694 0.0592  N4 1.448, O6 1.380, H12 1.059, H13 1.066
6 O -1.8052 -1.4396 0.9262  C5 1.380, H14 0.997
7 H 2.7407 1.0948 -0.7556  C1 1.142
8 H 1.8734 -0.3579 -1.5644  C1 1.087
9 H 1.2156 1.2344 -1.9204  C1 1.211
10 H 0.9423 1.7566 0.6399  C2 1.114
11 H 0.7952 -1.0458 1.8945  C3 1.144
12 H -2.0239 -0.4266 -0.9537  C5 1.059
13 H -2.2679 0.4452 0.4749  C5 1.066
14 H -2.6185 -2.0146 0.8788  O6 0.997

The value obtained for the total energy is -286.82439 hartree. Its relative energy (zero: lowest compared OMol25 entry of this formula, charge and spin) is 74.11 kcal per mole. The calculation puts the orbital gap at 0.39879 Ha. As for the structure (SMILES): C[C@@H]1C=[N+]1CO. Its net charge is +1.


Record 3
Molecular formula: CH7N3O
Method: DFT, ωB97M-V/def2-TZVPD

Last columns: bonded neighbours and bond lengths (Å).
Atoms and positions in Å:
1 N -1.3197 1.3268 1.0090  C2 1.228, H4 0.988
2 C -1.5196 0.2619 0.4304  N1 1.228, N3 1.212
3 N -2.1824 -0.7022 0.1129  C2 1.212, H5 1.036
4 H -0.8232 2.0518 0.5577  N1 0.988
5 H -1.8045 -1.6616 0.0173  N3 1.036
6 N 5.3308 0.9288 -0.4143  H7 1.001, H8 0.988, H9 1.005
7 H 6.0910 0.2867 -0.5246  N6 1.001
8 H 5.3475 1.4013 -1.2818  N6 0.988
9 H 5.3072 1.5901 0.3416  N6 1.005
10 O -4.7765 -2.0824 -0.2945  H11 0.965, H12 0.932
11 H -5.6120 -1.8465 0.1262  O10 0.965
12 H -4.0387 -1.5547 -0.0798  O10 0.932

The value obtained for the total energy is -281.76778 hartree. Its relative energy (zero: lowest compared OMol25 entry of this formula, charge and spin) is 51.49 kcal per mole. The calculation puts the orbital gap at 0.38915 Ha. As for the structure (SMILES): N=C=N.N.O.